Record 1
Below is 2 unconnected molecules or ions with the total composition C29H26N4O5 in a non-equilibrium geometry, with properties calculated with ωB97M-V/def2-TZVPD.

Values from the calculation:
* maximum force: 3.6 eV/Å
* gap between HOMO and LUMO: 4.236 eV
* energy: -46685.553 eV
* HOMO energy: -0.213 hartree
* relative energy (zero: lowest compared OMol25 entry of this formula, charge and spin): 7.230 eV

The geometry in ORCA input format:
```
! wB97M-V def2-TZVPD RIJCOSX def2/J DEFGRID3
* xyz 0 1
C -1.3228 0.3849 -2.8541
C -2.2054 1.2878 -3.4327
N -2.9182 2.1119 -3.8885
C 0.0508 0.5100 -3.2011
C 0.9328 -0.6182 -3.2027
C 2.2662 -0.4646 -3.5284
C 2.7728 0.8193 -3.8259
N 4.1707 1.0084 -3.9399
O 4.6050 2.1554 -4.1947
O 4.9137 0.0130 -3.7588
C 1.9130 1.9313 -3.9079
C 0.5763 1.7827 -3.6053
H -1.6691 -0.5724 -2.4648
H 0.5290 -1.6091 -2.9577
H 2.9573 -1.3027 -3.5467
H 2.3294 2.8920 -4.1897
H -0.0907 2.6508 -3.6529
C -0.4122 1.8193 4.3298
O 0.2363 0.9065 3.4239
C 1.4920 1.1683 2.9935
C 2.1800 2.3878 3.1290
C 3.4845 2.4748 2.6383
C 4.0936 1.4220 1.9549
C 3.3720 0.2242 1.7778
O 3.7267 -0.8346 1.0076
C 4.9082 -0.7409 0.1788
C 2.1106 0.0997 2.3471
N 1.3994 -1.1263 2.1572
C 0.1812 -1.2513 1.5752
C -0.3706 -0.2176 0.6936
C -1.8136 -0.2602 0.5537
C -2.5379 0.2824 -0.4681
C -3.9558 -0.0561 -0.6267
C -4.7899 0.5369 -1.6037
C -6.1377 0.2128 -1.7227
C -6.7340 -0.6833 -0.8284
C -5.9528 -1.2296 0.1922
C -4.5896 -0.9454 0.2775
O 0.3765 0.6162 0.1486
N -0.2065 -2.5362 1.7550
C -1.4449 -3.1586 1.3182
C 0.7720 -3.2135 2.4755
C 1.7874 -2.3513 2.6879
H -1.3703 1.3512 4.5550
H 0.1684 1.9542 5.2521
H -0.5754 2.7961 3.8468
H 1.6924 3.2396 3.6079
H 4.0444 3.3996 2.7872
H 5.1006 1.5120 1.5371
H 5.0130 -1.7390 -0.2459
H 4.7637 -0.0047 -0.6264
H 5.7908 -0.4806 0.7801
H -2.2751 -0.6774 1.4533
H -2.1405 1.1512 -1.0034
H -4.3662 1.2676 -2.2901
H -6.7301 0.6656 -2.5205
H -7.7966 -0.9211 -0.9066
H -6.4019 -1.8882 0.9374
H -4.0092 -1.4056 1.0785
H -1.2915 -4.2470 1.3243
H -2.2738 -2.9324 2.0066
H -1.7219 -2.8432 0.3044
H 0.6522 -4.2481 2.7473
H 2.7415 -2.4765 3.1607
*
```

Record 2
Below is a molecular structure, C29H26N8OS5ScSe2, with properties calculated with ωB97M-V/def2-TZVPD.

Values from the calculation:
* maximum force: 0.6 eV/Å
* gap between HOMO and LUMO: 5.046 eV
* energy: -250031.130 eV
* HOMO energy: -0.336 hartree
* relative energy (zero: lowest compared OMol25 entry of this formula, charge and spin): 0.391 eV

The geometry in ORCA input format:
```
! wB97M-V def2-TZVPD RIJCOSX def2/J DEFGRID3
* xyz 1 1
Sc -0.1770 0.7435 -0.6353
C 2.6137 1.5316 -4.2738
C 1.5248 1.5739 -3.4056
N 1.2866 0.5805 -2.5557
C 2.1384 -0.4559 -2.5801
C 3.2206 -0.4713 -3.4442
N 3.4648 0.5210 -4.2957
C 1.8745 -1.5438 -1.6123
C 2.5721 -2.7442 -1.6263
C 2.3209 -3.7012 -0.6552
C 1.3642 -3.4097 0.3146
C 0.6893 -2.2064 0.2564
N 0.9262 -1.2937 -0.6999
C -0.3035 -1.8034 1.2903
C -0.7235 -2.6461 2.3103
N -1.5174 -2.2265 3.2899
C -1.8863 -0.9561 3.2576
C -1.5235 -0.1057 2.2203
N -0.7513 -0.5435 1.2297
C 3.0610 -4.9847 -0.6416
C 3.4745 -5.5609 0.5523
C 4.1682 -6.7612 0.5050
N 4.4538 -7.4036 -0.6234
C 4.0512 -6.8464 -1.7617
C 3.3617 -5.6449 -1.8266
H 2.7926 2.3557 -4.9531
H 0.8483 2.4166 -3.3765
H 3.9259 -1.2912 -3.4485
H 3.3301 -2.9293 -2.3723
H 1.1585 -4.1271 1.0943
H -0.4214 -3.6836 2.3458
H -2.4969 -0.5905 4.0736
H -1.8168 0.9387 2.1922
H 3.2980 -5.0787 1.5051
H 4.5115 -7.2251 1.4223
H 4.2861 -7.3863 -2.6716
H 3.0462 -5.2574 -2.7867
O 3.2528 6.8024 -0.3236
C 2.6272 5.7828 -0.3220
S 1.1005 5.5641 -1.2078
C 0.9059 3.8657 -0.8324
C 1.8508 3.2818 -0.0841
S 1.8662 1.5937 0.4410
S 3.1931 4.2780 0.4381
S -0.5690 3.0852 -1.4138
C -3.7418 3.0737 -0.1688
Se -3.2309 1.2209 -0.4222
C -3.6650 1.1965 -2.3209
C -3.4669 -0.1890 -2.8966
Se -1.6124 -0.7634 -2.7221
C -1.9141 -2.6024 -2.1839
H -3.0389 3.7106 -0.6979
H -3.6780 3.2910 0.8922
H -4.7604 3.1887 -0.5308
H -3.0530 1.9474 -2.8227
H -4.7103 1.4904 -2.4142
H -3.7032 -0.2065 -3.9588
H -4.0879 -0.9247 -2.3872
H -2.5496 -3.0748 -2.9280
H -2.3744 -2.6513 -1.1998
H -0.9487 -3.1047 -2.1733
S -1.0968 3.5235 2.2647
C -1.6696 4.0735 3.7255
N -2.8720 3.6350 4.2319
C -3.3812 4.0048 5.4322
C -2.6858 4.8773 6.1956
C -1.4774 5.3598 5.6293
N -0.9919 4.9972 4.4773
H -3.3934 3.0153 3.6334
H -4.3343 3.5737 5.7031
H -3.0406 5.2019 7.1599
H -0.8954 6.0987 6.1727
*
```

Record 3
Below is a single C29H26O3 molecule in a non-equilibrium geometry, with properties calculated with ωB97M-V/def2-TZVPD.

Values from the calculation:
* maximum force: 3.0 eV/Å
* structure (SMILES): COc1ccc([C@H](c2ccc(Oc3ccccc3)cc2)[C@@H](C(C)=O)c2ccccc2)cc1
* gap between HOMO and LUMO: 8.753 eV
* energy: -36634.678 eV
* HOMO energy: -0.297 hartree

The geometry in ORCA input format:
```
! wB97M-V def2-TZVPD RIJCOSX def2/J DEFGRID3
* xyz 0 1
C -3.7536 0.9959 1.6897
C -2.3559 1.4164 2.1013
C -1.3189 1.7989 0.9518
C -1.0074 3.3234 1.1346
C -0.3263 3.7342 2.2926
C 0.1023 5.0620 2.4645
C -0.3066 6.0404 1.5358
C -0.9929 5.6496 0.3788
C -1.3235 4.2951 0.1666
O -2.1410 1.5578 3.3198
H -3.8004 0.4642 0.7463
H -4.1732 0.3027 2.4393
H -4.4254 1.8798 1.6169
H -1.7619 1.6368 -0.0355
H -0.0411 2.9806 3.0372
H 0.7395 5.3677 3.3155
H -0.1076 7.1089 1.7115
H -1.3000 6.4004 -0.3790
H -1.7439 3.9854 -0.7923
C 3.6401 2.6156 -4.4950
O 3.1233 3.2972 -3.3114
C 2.1423 2.7559 -2.5492
C 1.9972 3.3219 -1.2587
C 1.3427 2.6215 -0.2799
C 0.5991 1.4645 -0.5795
C -0.1408 0.7641 0.5864
C -0.3675 -0.7772 0.3190
C -1.3064 -1.4221 1.1126
C -1.8013 -2.6876 0.8004
C -1.0724 -3.4798 -0.0970
O -1.3942 -4.8156 -0.2268
C -0.4394 -5.7693 0.1636
C -0.5392 -6.3276 1.4451
C 0.4724 -7.1679 1.8927
C 1.5420 -7.5115 1.0685
C 1.6024 -6.9874 -0.2232
C 0.6210 -6.1063 -0.6904
C -0.0125 -2.9421 -0.8404
C 0.3233 -1.5925 -0.6401
C 0.4662 1.1188 -1.9357
C 1.2553 1.7044 -2.9327
H 4.4718 3.2492 -4.8238
H 4.0173 1.6033 -4.2262
H 2.8457 2.5839 -5.2712
H 2.4325 4.2947 -1.0667
H 1.3518 3.0185 0.7504
H 0.3821 0.8740 1.6213
H -1.7403 -0.8882 1.9637
H -2.7202 -3.0693 1.2751
H -1.3964 -6.0521 2.0700
H 0.4048 -7.5648 2.8968
H 2.3120 -8.1914 1.4267
H 2.4125 -7.2616 -0.8891
H 0.6800 -5.6650 -1.6912
H 0.5222 -3.5663 -1.5768
H 1.1176 -1.1940 -1.2842
H -0.2604 0.3599 -2.2202
H 1.1510 1.3923 -3.9779
*
```

Record 4
Below is 2 unconnected molecules or ions with the total composition C29H26O4S4 in a non-equilibrium geometry, with properties calculated with ωB97M-V/def2-TZVPD.

Values from the calculation:
* maximum force: 3.4 eV/Å
* gap between HOMO and LUMO: 5.316 eV
* energy: -82021.538 eV
* HOMO energy: -0.243 hartree
* relative energy (zero: lowest compared OMol25 entry of this formula, charge and spin): 0.048 eV

The geometry in ORCA input format:
```
! wB97M-V def2-TZVPD RIJCOSX def2/J DEFGRID3
* xyz 0 1
C -3.9314 -0.0776 1.7580
C -3.2741 1.1081 2.1037
C -1.9445 1.0764 2.5185
C -1.2132 -0.1244 2.4848
C 0.2818 -0.0777 2.5764
S 1.0679 -1.6088 2.6163
C 2.7926 -1.3818 2.0385
C 3.1418 -0.1489 1.2275
C 2.6312 1.0968 1.9215
S 0.8525 1.2614 1.6077
C -1.9090 -1.3230 2.2680
C -3.2610 -1.3022 1.8940
H -4.9504 -0.0526 1.3651
H -3.7867 2.0705 2.0167
H -1.4562 2.0047 2.8205
H 3.3859 -1.4152 2.9637
H 2.9988 -2.2889 1.4482
H 4.2294 -0.0817 1.1527
H 2.7220 -0.2279 0.2199
H 2.8244 1.1020 2.9993
H 3.0397 2.0125 1.4706
H -1.3852 -2.2789 2.3320
H -3.7745 -2.2414 1.6618
C -2.7290 -3.1867 6.3229
C -1.5939 -3.3542 7.1287
C -0.5476 -2.4538 7.0380
C -0.6537 -1.2362 6.3057
C 0.2796 -0.1565 6.5191
S 0.3716 1.2914 5.5649
C 1.6909 2.4216 5.9839
C 1.4615 3.7706 6.2625
C 2.5594 4.6235 6.4127
C 3.8574 4.1371 6.2488
C 4.0692 2.7903 5.9240
C 2.9832 1.9330 5.8099
O 0.9748 0.7576 4.3082
O -0.8924 1.9977 5.4578
S 0.9691 -0.0508 8.1728
C -0.4341 0.3458 9.2398
C -0.9516 1.6405 9.2342
C -1.9645 1.9847 10.1328
C -2.4679 1.0254 11.0124
C -1.9721 -0.2828 10.9905
C -0.9585 -0.6270 10.0943
O 1.5148 -1.3253 8.5808
O 1.8158 1.1189 8.3019
C -1.7916 -1.1187 5.4587
C -2.7830 -2.1039 5.4405
H -3.5419 -3.9092 6.3670
H -1.5088 -4.2016 7.8151
H 0.3776 -2.6672 7.5607
H 0.4363 4.1336 6.3521
H 2.3938 5.6755 6.6567
H 4.7166 4.7982 6.3741
H 5.0699 2.3898 5.7593
H 3.1309 0.8814 5.5658
H -0.5642 2.3856 8.5372
H -2.3480 3.0047 10.1373
H -3.2548 1.2933 11.7168
H -2.3648 -1.0430 11.6630
H -0.5666 -1.6442 10.0554
H -1.8966 -0.2270 4.8367
H -3.6008 -2.0231 4.7220
*
```

Record 5
Below is a molecular structure, C29H27AuBrN3O4P in a non-equilibrium geometry, with properties calculated with ωB97M-V/def2-TZVPD.

Values from the calculation:
* maximum force: 4.7 eV/Å
* gap between HOMO and LUMO (alpha / beta): 7.998 / 5.988 eV
* energy: -126184.287 eV
* HOMO energy (alpha / beta): -0.406 / -0.405 hartree

The geometry in ORCA input format:
```
! wB97M-V def2-TZVPD RIJCOSX def2/J DEFGRID3
* xyz 1 3
Au 0.7561 -1.1307 0.2497
C 2.9283 -4.2716 2.7616
C 2.5241 -2.8963 2.1400
N 1.5785 -2.8274 1.2649
O 0.9032 -3.9842 1.0777
C 3.2758 -1.6609 2.5480
C 4.1060 -1.6768 3.8086
N 3.2736 -0.6462 1.7292
O 3.8290 0.4474 1.6364
H 3.9363 -4.2169 3.1983
H 3.1647 -4.9850 1.9684
H 2.1942 -4.6271 3.4977
H 0.0454 -3.6176 0.7721
H 3.6353 -2.2074 4.6470
H 4.1851 -0.6704 4.1795
H 5.0685 -2.1521 3.5638
N 2.7130 -0.0204 -1.1887
C 2.6926 1.4048 -1.0948
C 3.8304 2.1988 -1.2242
C 3.6990 3.5523 -1.1293
C 2.5051 4.1863 -0.7875
C 1.3638 3.4073 -0.6587
C 1.4538 2.0093 -0.7591
P 0.0563 0.8684 -0.8736
C -1.4616 1.6334 -0.3920
C -2.2296 2.2259 -1.3344
C -3.4105 2.9379 -1.0178
C -3.8737 2.9230 0.3386
C -3.0536 2.2651 1.3052
C -1.8499 1.6496 0.9220
C 0.0239 0.5727 -2.6019
C 0.2528 -0.7534 -3.0321
C 0.7420 -1.0413 -4.2662
C 1.0945 0.0858 -5.0955
C 0.8704 1.3881 -4.7142
C 0.2151 1.6137 -3.4857
H 3.7332 -0.2955 -1.0688
H 2.3765 -0.3734 -2.0489
H 4.8150 1.7912 -1.3629
H 4.6231 4.1418 -1.1522
H 2.4437 5.2393 -0.6161
H 0.3905 3.8626 -0.5308
H -1.8804 2.4362 -2.4386
H -3.8620 3.4781 -1.7862
H -4.7776 3.4667 0.5737
H -3.3761 2.2373 2.3829
H -1.3031 1.1931 1.6936
H 0.0728 -1.5261 -2.3236
H 0.8495 -2.0007 -4.6122
H 1.4772 -0.0970 -6.0804
H 1.1485 2.2371 -5.3094
H 0.1273 2.6709 -3.1338
Br -4.6692 -1.1735 4.8712
C -4.5857 -1.3950 2.9912
C -5.7599 -1.1149 2.3032
C -5.7666 -1.2496 0.8899
C -4.6064 -1.4600 0.2308
C -3.4173 -1.7644 0.9538
C -3.4256 -1.7649 2.3315
C -2.1379 -1.7517 0.2087
O -2.0892 -1.2128 -0.9236
O -1.0567 -2.2271 0.8518
H -6.7059 -0.7697 2.7817
H -6.6733 -1.1452 0.3818
H -4.5028 -1.3757 -0.8370
H -2.4994 -2.0408 2.8258
*
```

Record 6
Below is a molecular structure, C29H27BrO3PSeSiV in a non-equilibrium geometry, with properties calculated with ωB97M-V/def2-TZVPD.

Values from the calculation:
* maximum force: 1.1 eV/Å
* gap between HOMO and LUMO (alpha / beta): 6.118 / 6.920 eV
* energy: -214901.502 eV
* HOMO energy (alpha / beta): -0.132 / -0.162 hartree
* relative energy (zero: lowest compared OMol25 entry of this formula, charge and spin): 0.058 eV

The geometry in ORCA input format:
```
! wB97M-V def2-TZVPD RIJCOSX def2/J DEFGRID3
* xyz -1 4
V -0.6239 0.2007 0.4630
O -0.8046 1.4888 -1.3189
C -0.4043 0.3291 -1.4501
C -0.0304 -0.2758 -2.7490
C -0.1153 0.3190 -3.9989
C 0.2682 -0.4050 -5.1158
C 0.7206 -1.7141 -4.9751
C 0.8022 -2.3125 -3.7245
C 0.4315 -1.5896 -2.5948
P 0.4921 -2.2154 -0.8484
C 2.2591 -1.9851 -0.4228
C 2.5914 -2.2089 0.9134
C 3.9027 -2.1051 1.3478
C 4.9020 -1.7510 0.4527
C 4.5785 -1.4988 -0.8729
C 3.2669 -1.6170 -1.3087
C 0.4598 -4.0232 -1.2296
C 1.5705 -4.8623 -1.2331
C 1.4364 -6.2163 -1.5127
C 0.1881 -6.7487 -1.7975
C -0.9276 -5.9208 -1.7882
C -0.7929 -4.5740 -1.4959
H -0.4840 1.3339 -4.0785
H 0.2105 0.0435 -6.0998
H 1.0114 -2.2801 -5.8523
H 1.1471 -3.3353 -3.6351
H 1.8080 -2.4568 1.6232
H 4.1381 -2.2756 2.3914
H 5.9247 -1.6455 0.7920
H 5.3489 -1.2017 -1.5739
H 3.0299 -1.4180 -2.3467
H 2.5524 -4.4582 -1.0187
H 2.3135 -6.8523 -1.5096
H 0.0821 -7.8038 -2.0182
H -1.9094 -6.3274 -1.9968
H -1.6749 -3.9428 -1.4674
C -5.3163 1.7053 0.8880
Si -4.0058 0.7480 1.8553
C -2.7923 2.0116 2.5615
C -4.8637 -0.0266 3.3545
Se -3.0271 -0.7557 0.5611
H -5.8839 2.3806 1.5336
H -6.0146 1.0226 0.4035
H -4.8387 2.2942 0.1034
H -3.3127 2.7441 3.1842
H -2.2803 2.5535 1.7598
H -2.0250 1.5244 3.1677
H -5.5304 0.6840 3.8482
H -4.1193 -0.3600 4.0792
H -5.4483 -0.9012 3.0623
Br 3.9219 2.1494 1.1734
C 3.5599 1.2994 2.8232
C 4.5788 1.3312 3.7693
C 4.3942 0.7461 5.0087
C 3.1887 0.1258 5.3157
C 2.1828 0.0906 4.3692
C 2.3492 0.6705 3.1092
C 1.1966 0.5376 2.1439
O 1.2344 1.0968 1.0220
O 0.2073 -0.1647 2.4952
H 5.5104 1.8208 3.5207
H 5.1947 0.7796 5.7370
H 3.0335 -0.3312 6.2840
H 1.2387 -0.3971 4.5671
*
```

Record 7
Below is 2 unconnected molecules or ions with the total composition C29H27Cl2N2O in a non-equilibrium geometry, with properties calculated with ωB97M-V/def2-TZVPD.

Values from the calculation:
* maximum force: 1.9 eV/Å
* gap between HOMO and LUMO: 2.826 eV
* energy: -60576.022 eV
* HOMO energy: -0.325 hartree
* relative energy (zero: lowest compared OMol25 entry of this formula, charge and spin): 0.000 eV

The geometry in ORCA input format:
```
! wB97M-V def2-TZVPD RIJCOSX def2/J DEFGRID3
* xyz 1 1
Cl 5.2903 3.3917 0.5940
C 3.6691 3.1173 1.0888
C 3.4036 2.5216 2.3186
C 2.1111 2.3013 2.7105
C 1.0162 2.6736 1.8891
C -0.2851 2.4400 2.3968
C -1.5877 2.6846 1.8958
C -2.6809 2.2918 2.7088
C -3.9745 2.5032 2.3162
C -4.2437 3.1085 1.0914
Cl -5.8662 3.3816 0.5980
C -3.1949 3.5040 0.2700
C -1.8978 3.3020 0.6592
C 1.3239 3.2586 0.6367
C 2.6188 3.4834 0.2550
H 4.2253 2.2501 2.9585
H 1.9118 1.8353 3.6615
H -0.2843 1.9972 3.3790
H -2.4789 1.8161 3.6549
H -4.7945 2.2182 2.9524
H -3.4313 3.9859 -0.6654
H -1.1242 3.6438 0.0072
H 0.5489 3.5302 -0.0468
H 2.8526 3.9583 -0.6848
C -0.7422 -2.7647 1.6125
N -1.1257 -1.9837 0.4453
C -0.3260 -0.8387 -0.0688
H -0.3626 -0.0259 0.6665
C 1.0862 -1.2275 -0.4074
C 2.1751 -0.5883 0.1639
C 3.4568 -0.9741 -0.1564
C 3.6975 -2.0094 -1.0639
O 5.0321 -2.3444 -1.3315
C 5.2147 -3.3804 -2.2706
C 2.5945 -2.6387 -1.6416
C 1.3155 -2.2502 -1.3130
N -1.1082 -0.4324 -1.2666
C -0.6934 0.6399 -2.1587
C -2.1974 -1.3106 -1.4671
C -2.2088 -2.2579 -0.4203
C -3.1731 -3.2467 -0.3815
C -4.1263 -3.2828 -1.3858
C -4.1146 -2.3531 -2.4138
C -3.1498 -1.3607 -2.4666
H -1.4520 -3.5692 1.7917
H 0.2449 -3.1973 1.4616
H -0.7170 -2.1218 2.4897
H 2.0130 0.2221 0.8531
H 4.3065 -0.4836 0.2837
H 6.2855 -3.5444 -2.4029
H 4.7600 -4.3026 -1.9065
H 4.7811 -3.0970 -3.2305
H 2.7445 -3.4342 -2.3490
H 0.4666 -2.7378 -1.7579
H -1.3892 0.7459 -2.9879
H -0.6608 1.5782 -1.6096
H 0.2968 0.4286 -2.5575
H -3.1711 -3.9678 0.4156
H -4.8860 -4.0463 -1.3653
H -4.8655 -2.4006 -3.1847
H -3.1295 -0.6400 -3.2636
*
```